1.
A single C5H5NO molecule at a distorted geometry, computed with the ωB97M-V functional and the def2-TZVPD basis.

Output
relative energy (zero: lowest compared OMol25 entry of this formula, charge and spin) = 74.47 kcal/mol
LUMO level = 0.8 eV
HOMO-LUMO gap = 11.22 eV
SMILES string = N#C[C@H]1O[C@H]2C[C@H]21

Positions of all 12 atoms, in Å:
1 C -1.00 0.84 -0.33
2 C -1.15 -0.33 0.57
3 H 1.33 -1.59 0.32
4 H -0.52 1.72 0.11
5 C -0.28 -0.46 -0.62
6 N 2.73 1.26 -0.04
7 H -0.52 -1.02 -1.52
8 O 0.02 -0.34 1.43
9 H -2.01 -0.89 0.92
10 C 0.88 -0.59 0.31
11 H -1.39 0.96 -1.33
12 C 1.93 0.43 0.13

---

2.
2 unconnected molecules or ions with the total composition C5H5NO at a distorted geometry, computed with the ωB97M-V functional and the def2-TZVPD basis.

Output
relative energy (zero: lowest compared OMol25 entry of this formula, charge and spin) = 79.31 kcal/mol
LUMO level = 0.3 eV
HOMO-LUMO gap = 9.88 eV
SMILES string = N#C[C@@H]1CC1=C=O.[H][H]

Positions of all 12 atoms, in Å:
1 H 0.01 1.00 -1.50
2 H -2.73 -0.38 0.04
3 H 2.19 0.13 0.55
4 O -1.25 -0.85 2.37
5 C 1.37 0.77 0.26
6 C 0.00 0.35 0.62
7 C -0.63 -0.33 1.53
8 C 0.41 0.27 -0.81
9 N 0.84 -2.07 -1.87
10 C 0.65 -1.04 -1.40
11 H -2.45 0.30 -0.05
12 H 1.58 1.84 0.26

---

3.
A single C5H5NO molecule at a distorted geometry, computed with the ωB97M-V functional and the def2-TZVPD basis.

Output
relative energy (zero: lowest compared OMol25 entry of this formula, charge and spin) = 102.51 kcal/mol
LUMO level = 0.6 eV
HOMO-LUMO gap = 10.12 eV
SMILES string = C#C[C@@H](C#N)CO

Positions of all 12 atoms, in Å:
1 H 0.45 -0.95 -1.43
2 H -1.68 1.25 0.61
3 C 0.26 0.90 -0.38
4 H 1.48 2.67 -0.44
5 H -1.70 -1.50 -0.46
6 C 1.49 -1.00 0.40
7 C 0.32 -0.59 -0.40
8 N 2.43 -1.25 1.03
9 C 0.62 2.06 -0.33
10 C -1.07 -0.87 0.18
11 O -1.67 0.49 -0.01
12 H -1.04 -1.28 1.20

---

4.
2 unconnected molecules or ions with the total composition C5H5NO, computed with the ωB97M-V functional and the def2-TZVPD basis.

Output
relative energy (zero: lowest compared OMol25 entry of this formula, charge and spin) = 141.38 kcal/mol
LUMO level = 0.0 eV
HOMO-LUMO gap = 8.68 eV

Positions of all 12 atoms, in Å:
1 C 1.57 0.54 -0.56
2 H -0.37 -1.80 0.28
3 H 1.08 1.13 -1.33
4 C -1.42 -1.80 -0.04
5 C 0.71 -0.05 0.59
6 H -1.91 -2.75 -0.22
7 H 2.47 0.01 -0.85
8 C -2.02 -0.61 -0.15
9 N 1.48 0.97 0.80
10 H 1.46 1.80 1.37
11 O -1.43 1.74 0.36
12 C -1.53 0.59 0.16

---

5.
A single C5H5NO molecule at a distorted geometry, computed with the ωB97M-V functional and the def2-TZVPD basis.

Output
relative energy (zero: lowest compared OMol25 entry of this formula, charge and spin) = 6.79 kcal/mol
LUMO level (alpha / beta) = 0.8 / -1.4 eV
HOMO-LUMO gap (alpha / beta) = 7.86 / 9.25 eV
multiplicity = 3

Positions of all 12 atoms, in Å:
1 H 0.51 -0.90 -3.00
2 C -0.30 0.97 -0.16
3 H -1.21 0.00 2.82
4 C 0.20 -0.07 -2.27
5 H 0.88 -0.91 -0.44
6 C -0.57 -0.05 1.92
7 H -0.66 1.88 -0.66
8 H -0.33 0.69 -2.73
9 C 0.50 -0.89 1.99
10 C 0.35 -0.10 -0.90
11 N 1.39 -1.55 2.32
12 O -0.75 0.93 1.09

---

6.
A molecular structure, C5H5NO2 at a distorted geometry, computed with the ωB97M-V functional and the def2-TZVPD basis.

Output
relative energy (zero: lowest compared OMol25 entry of this formula, charge and spin) = 120.58 kcal/mol
LUMO level = 0.6 eV
HOMO-LUMO gap = 9.80 eV

Positions of all 13 atoms, in Å:
1 N -1.50 -1.35 0.11
2 C -0.91 0.81 -0.14
3 O 0.36 1.38 0.09
4 O -2.64 -0.48 -0.03
5 H 1.95 -1.72 -0.34
6 H -3.09 1.58 -0.16
7 C 2.00 -0.50 -0.31
8 H 3.00 -0.01 0.04
9 H 1.79 -0.12 -1.34
10 H 1.02 0.02 1.55
11 C -0.51 -0.45 0.13
12 C -2.31 0.84 -0.09
13 C 0.83 0.01 0.50

---

7.
A single C5H5NO2 molecule, computed with the ωB97M-V functional and the def2-TZVPD basis.

Output
relative energy (zero: lowest compared OMol25 entry of this formula, charge and spin) = 35.98 kcal/mol
LUMO level = 0.9 eV
HOMO-LUMO gap = 8.97 eV
SMILES string = C=C1OC=CN1C=O

Positions of all 13 atoms, in Å:
1 C 0.24 1.40 0.70
2 N -0.35 0.14 0.41
3 H 0.97 -2.01 -1.92
4 H -0.18 2.09 1.42
5 O -2.20 0.37 1.71
6 C 0.25 -1.67 -1.17
7 H -0.60 -2.30 -0.95
8 C -1.55 -0.29 0.92
9 H -1.87 -1.27 0.53
10 C 1.31 1.48 -0.09
11 H 2.08 2.23 -0.17
12 O 1.48 0.33 -0.84
13 C 0.43 -0.50 -0.56

---

8.
A single C5H5NO2 molecule at a distorted geometry, computed with the ωB97M-V functional and the def2-TZVPD basis.

Output
relative energy (zero: lowest compared OMol25 entry of this formula, charge and spin) = 79.44 kcal/mol
LUMO level = -0.4 eV
HOMO-LUMO gap = 10.36 eV
SMILES string = C=C(C#N)C(=O)OC

Positions of all 13 atoms, in Å:
1 O -0.65 0.53 -1.00
2 N 1.72 2.17 0.82
3 O -0.56 -1.64 -0.69
4 H -2.06 1.24 0.41
5 H -2.22 1.81 -1.32
6 C -1.90 0.90 -0.70
7 H -2.62 -0.09 -1.07
8 C 1.46 1.03 0.59
9 C 1.75 -1.34 0.77
10 H 2.52 -1.12 1.59
11 H 1.58 -2.51 0.69
12 C -0.12 -0.63 -0.46
13 C 1.12 -0.35 0.37

---

9.
A single C5H5NO2 molecule at a distorted geometry, computed with the ωB97M-V functional and the def2-TZVPD basis.

Output
relative energy (zero: lowest compared OMol25 entry of this formula, charge and spin) = 65.67 kcal/mol
LUMO level = 0.5 eV
HOMO-LUMO gap = 8.51 eV
SMILES string = [H]/N=C1C=C/C(=C/O)O/1

Positions of all 13 atoms, in Å:
1 C -0.79 -1.21 0.43
2 C -0.83 0.25 -0.05
3 H 0.99 -2.29 1.42
4 H 3.02 0.91 0.99
5 C -1.55 0.74 -1.15
6 C 1.25 -0.12 0.75
7 C 0.44 -1.44 0.94
8 O -1.05 1.75 -1.96
9 H -0.16 2.00 -1.52
10 H -1.51 -1.94 0.16
11 H -2.51 0.47 -1.35
12 O 0.33 0.87 0.19
13 N 2.38 0.02 1.15

---

10.
A molecular structure, C5H5NO2 at a distorted geometry, computed with the ωB97M-V functional and the def2-TZVPD basis.

Output
relative energy (zero: lowest compared OMol25 entry of this formula, charge and spin) = 69.42 kcal/mol
LUMO level = 0.2 eV
HOMO-LUMO gap = 8.26 eV

Positions of all 13 atoms, in Å:
1 H 0.80 0.16 2.92
2 C 1.46 -0.46 0.83
3 H 1.75 -0.78 -1.29
4 O -2.18 1.00 0.23
5 H -1.97 0.67 -1.51
6 C 1.02 -0.35 -0.52
7 N -0.99 -0.06 -1.93
8 C -1.04 0.53 0.29
9 C -0.29 -0.06 -0.76
10 H 2.60 -0.39 1.00
11 H -1.26 -0.91 -2.64
12 C 0.67 0.14 1.81
13 O -0.57 0.51 1.56

---

11.
A molecular structure, C5H5NO2 at a distorted geometry, computed with the ωB97M-V functional and the def2-TZVPD basis.

Output
relative energy (zero: lowest compared OMol25 entry of this formula, charge and spin) = 133.33 kcal/mol
LUMO level = -0.5 eV
HOMO-LUMO gap = 8.25 eV

Positions of all 13 atoms, in Å:
1 H 2.38 0.68 0.88
2 H 3.27 -0.66 0.73
3 C -1.43 -0.82 -0.02
4 C 0.05 -0.36 -0.14
5 C 1.21 -1.01 -0.33
6 O 0.14 0.96 -0.17
7 H -3.05 0.80 -0.35
8 H -1.37 2.53 -0.02
9 H 1.34 -2.03 -0.43
10 N 2.48 -0.24 -0.11
11 O -2.03 -1.84 0.08
12 C -1.06 1.50 0.04
13 C -1.92 0.49 -0.17

---

12.
A single C5H5NS molecule at a distorted geometry, computed with the ωB97M-V functional and the def2-TZVPD basis.

Output
relative energy (zero: lowest compared OMol25 entry of this formula, charge and spin) = 47.33 kcal/mol
LUMO level = 0.6 eV
HOMO-LUMO gap = 9.77 eV
SMILES string = CSCC#CC#N

Positions of all 12 atoms, in Å:
1 H -1.18 -3.14 1.75
2 C 0.70 2.34 -2.01
3 H 1.24 -1.61 0.12
4 N 0.78 3.30 -2.66
5 S -0.64 -0.77 1.44
6 C 0.37 0.07 -0.83
7 H -0.34 -1.94 -0.66
8 H 0.21 -2.62 2.66
9 C -0.76 -2.29 2.34
10 C 0.48 1.17 -1.33
11 H -1.38 -2.03 3.24
12 C 0.24 -1.19 -0.08

---

13.
A molecular structure, C5H5NiO6 at a distorted geometry, computed with the ωB97M-V functional and the def2-TZVPD basis.

Output
relative energy (zero: lowest compared OMol25 entry of this formula, charge and spin) = 0.00 kcal/mol
LUMO level (alpha / beta) = -8.4 / -10.9 eV
HOMO-LUMO gap (alpha / beta) = 9.43 / 8.37 eV
total charge = +2
multiplicity = 4

Positions of all 17 atoms, in Å:
1 O -2.63 0.96 0.14
2 H 0.62 1.24 -1.71
3 O -0.65 -3.36 -0.13
4 C -1.36 -4.19 0.28
5 C 0.69 1.64 -0.69
6 H -3.21 0.18 0.16
7 O 1.48 -0.49 0.35
8 H 2.25 1.42 1.99
9 Ni 0.21 -1.72 -0.50
10 O -0.61 1.64 -0.10
11 O -1.14 -0.45 -0.73
12 H 0.94 2.69 -0.83
13 H 2.83 2.50 0.51
14 O -2.10 -4.99 0.62
15 C 2.30 1.64 0.92
16 C 1.80 0.65 0.01
17 C -1.44 0.65 -0.27

---

14.
A gas-phase ion, C5H5O4 (charge -1) at a distorted geometry, computed with the ωB97M-V functional and the def2-TZVPD basis.

Output
relative energy (zero: lowest compared OMol25 entry of this formula, charge and spin) = 136.32 kcal/mol
LUMO level = 4.1 eV
HOMO-LUMO gap = 7.82 eV
SMILES string = C[C@]1([O-])O[C@]1(O)C1=CO1
total charge = -1

Positions of all 14 atoms, in Å:
1 H 1.95 -0.89 0.90
2 O -1.88 -0.49 -0.86
3 C 0.54 -0.96 -0.30
4 H -0.84 1.37 -1.00
5 O 1.21 -0.18 -1.28
6 O 1.35 -1.71 0.47
7 O 1.95 0.64 0.71
8 C -0.84 -0.99 -0.16
9 H -2.45 -1.97 0.52
10 C -0.08 1.60 -0.17
11 C -1.90 -1.15 0.61
12 H 0.50 2.67 -0.14
13 H -0.53 1.52 0.81
14 C 1.03 0.55 -0.12

---

15.
A gas-phase ion, C5H5O4PS (charge -2) at a distorted geometry, computed with the ωB97M-V functional and the def2-TZVPD basis.

Output
relative energy (zero: lowest compared OMol25 entry of this formula, charge and spin) = 1.52 kcal/mol
LUMO level = 4.8 eV
HOMO-LUMO gap = 4.85 eV
SMILES string = O=P([O-])([O-])[C@H](O)c1ccsc1
total charge = -2

Positions of all 16 atoms, in Å:
1 O -1.43 0.91 1.27
2 C -0.30 -0.57 -2.51
3 S 0.37 0.98 -3.06
4 C 0.13 0.55 -0.49
5 P 0.58 -1.00 1.94
6 C -0.36 -0.64 -1.17
7 H -0.56 -1.45 -0.50
8 H 0.68 1.51 1.51
9 O 1.86 -1.62 1.32
10 H 0.90 2.55 -1.37
11 O 0.61 -0.57 3.39
12 H -0.87 -1.20 -3.20
13 H -1.57 0.03 1.75
14 C 0.55 1.50 -1.40
15 O -0.73 -1.72 1.60
16 C 0.14 0.74 0.94

---

16.
2 unconnected molecules or ions with the total composition C5H5OS at a distorted geometry, computed with the ωB97M-V functional and the def2-TZVPD basis.

Output
relative energy (zero: lowest compared OMol25 entry of this formula, charge and spin) = 142.51 kcal/mol
LUMO level (alpha / beta) = -7.1 / -6.1 eV
HOMO-LUMO gap (alpha / beta) = 7.60 / 8.50 eV
total charge = +1

Positions of all 12 atoms, in Å:
1 C 0.61 -0.95 0.49
2 O -0.86 -0.34 -1.41
3 S 1.97 -0.22 -0.47
4 C -0.34 -1.21 -0.62
5 H -1.64 1.60 -1.71
6 C -0.95 1.02 -1.05
7 C -0.21 1.44 0.02
8 H 1.13 1.08 1.63
9 H -1.17 -3.65 0.94
10 C 0.74 0.57 0.61
11 H -0.22 2.42 0.34
12 H 0.93 -1.75 1.24

---

17.
A single C5H6 molecule at a distorted geometry, computed with the ωB97M-V functional and the def2-TZVPD basis.

Output
relative energy (zero: lowest compared OMol25 entry of this formula, charge and spin) = 56.64 kcal/mol
LUMO level = 1.2 eV
HOMO-LUMO gap = 10.30 eV
SMILES string = C#CC1CC1

Positions of all 11 atoms, in Å:
1 H -0.96 1.23 0.75
2 C -0.43 0.18 -2.49
3 C 0.65 0.04 -0.07
4 C -0.02 0.77 1.05
5 C -0.10 -0.71 1.07
6 H -0.97 -1.27 0.76
7 H 0.53 1.30 1.81
8 C 0.08 0.13 -1.40
9 H 1.50 -0.59 0.06
10 H -0.89 0.17 -3.45
11 H 0.56 -1.19 1.80

---

18.
A single C5H6 molecule at a distorted geometry, computed with the ωB97M-V functional and the def2-TZVPD basis.

Output
relative energy (zero: lowest compared OMol25 entry of this formula, charge and spin) = 52.11 kcal/mol
LUMO level = 0.8 eV
HOMO-LUMO gap = 9.90 eV
SMILES string = C#CC(=C)C

Positions of all 11 atoms, in Å:
1 C -0.15 -0.38 -1.34
2 C 0.30 -0.04 0.07
3 H -0.89 0.53 -1.76
4 H 0.75 -0.66 -1.96
5 H -0.93 -1.32 -1.24
6 H -2.10 2.14 1.81
7 H 1.96 -1.47 0.11
8 C 1.42 -0.64 0.60
9 C -0.60 0.85 0.75
10 C -1.47 1.47 1.30
11 H 1.71 -0.46 1.66